Formula: C35H55ClO2P4PbSi
Source: the OMol25 dataset
Level of theory: ωB97M-V/def2-TZVPD

```
! wB97M-V def2-TZVPD RIJCOSX def2/J DEFGRID3
* xyz 2 1
P 0.05 1.62 -3.04
C -1.45 2.26 -3.74
C -1.47 3.61 -4.13
H -0.62 4.25 -3.90
C -2.56 4.07 -4.85
H -2.56 5.11 -5.18
C -3.63 3.23 -5.13
H -4.48 3.60 -5.71
C -3.63 1.89 -4.69
H -4.47 1.24 -4.91
C -2.54 1.40 -3.97
H -2.53 0.38 -3.58
C 1.05 2.88 -2.27
C 0.49 3.71 -1.27
H -0.56 3.60 -1.00
C 1.30 4.67 -0.66
H 0.87 5.31 0.11
C 2.62 4.83 -1.07
H 3.24 5.61 -0.61
C 3.17 4.02 -2.06
H 4.20 4.16 -2.40
C 2.40 3.02 -2.65
H 2.81 2.38 -3.44
C 0.95 0.53 -4.14
C 1.06 0.98 -5.46
H 0.61 1.93 -5.74
C 1.74 0.19 -6.39
H 1.85 0.56 -7.41
C 2.28 -1.03 -6.00
H 2.81 -1.65 -6.74
C 2.15 -1.49 -4.68
H 2.56 -2.46 -4.38
C 1.49 -0.71 -3.73
H 1.36 -1.06 -2.71
Pb -1.24 -0.91 0.80
C 1.08 -0.75 2.07
C 2.02 -0.01 1.49
H 1.16 -1.29 3.02
C 1.76 0.64 0.14
O 2.70 0.07 -0.82
H 2.50 0.42 -1.71
C 0.41 0.33 -0.32
H 1.84 1.74 0.17
C -0.73 0.12 -0.93
Cl -3.53 -1.28 -0.44
P -0.33 -3.50 0.17
P -1.94 1.31 2.41
C -1.68 -4.72 0.34
H -2.60 -4.27 -0.07
H -1.85 -4.97 1.40
H -1.42 -5.63 -0.22
C 0.14 -3.58 -1.59
H 1.19 -3.27 -1.71
H -0.50 -2.90 -2.16
H 0.02 -4.61 -1.96
C 1.07 -4.25 1.07
H 0.83 -4.30 2.14
H 1.95 -3.61 0.95
H 1.28 -5.26 0.69
C -3.33 0.97 3.53
H -2.96 0.50 4.46
H -4.01 0.26 3.04
H -3.86 1.90 3.76
C -0.70 2.14 3.46
H 0.13 2.50 2.84
H -0.30 1.41 4.18
H -1.15 2.99 4.00
C -2.56 2.62 1.31
H -3.07 2.15 0.45
H -1.73 3.24 0.93
H -3.28 3.25 1.85
P 3.70 0.34 2.07
C 3.79 -0.06 3.81
C 3.96 2.09 1.77
H 3.51 -1.11 3.97
H 3.12 0.60 4.38
H 4.83 0.11 4.13
H 3.94 2.30 0.69
H 4.94 2.36 2.18
H 3.17 2.67 2.26
C 4.84 -0.64 1.10
H 4.57 -1.70 1.18
H 5.85 -0.49 1.50
H 4.77 -0.33 0.05
H -1.84 -0.14 -1.35
C -3.18 -2.23 5.60
Si -2.62 -3.05 3.97
C -1.59 -4.56 4.51
C -4.21 -3.74 3.18
O -1.81 -2.07 3.00
H -3.54 -2.98 6.32
H -3.99 -1.50 5.45
H -2.34 -1.70 6.07
H -2.14 -5.19 5.22
H -1.30 -5.20 3.67
H -0.67 -4.23 5.01
H -4.85 -2.93 2.81
H -4.00 -4.39 2.32
H -4.80 -4.33 3.90
*
```

HOMO energy (spin up / spin down) (eV): -11.77 / -11.77
Maximum force (eV/A): 9.6
LUMO energy (spin up / spin down) (eV): -7.44 / -7.43
Electronic energy (a.u.): -3824.4018
Gap between HOMO and LUMO (spin up / spin down) (eV): 4.34 / 4.34